[1]
192
Properties=species:S:1:pos:R:3:lowdin_charge:R:1 method="wB97M-V/def2-TZVPD" e_homo_ev=-8.0 smiles=COCCNCCOC.COCCNCCOC.COCCNCCOC.COCCNCCOC.COCCNCCOC.COCCNCCOC.COCCNCCOC.COCCNCCOC e_lumo_ev=0.693 gap_ev=8.7
C -0.67279 -3.35919 -3.24935 -0.07
O -0.45053 -2.16748 -2.50035 -0.23
C -1.55252 -1.23977 -2.45657 -0.17
C -1.04975 0.07923 -1.84021 -0.19
N -0.96950 -0.07458 -0.37791 -0.04
C -0.53864 1.19960 0.23010 -0.17
C -0.59358 1.13214 1.76950 -0.19
O 0.54913 0.46781 2.34719 -0.21
C 0.81360 0.70268 3.73074 -0.08
H -1.60570 -3.83503 -2.94712 0.07
H 0.02416 -4.18082 -3.08418 0.09
H -0.68011 -3.03843 -4.29107 0.08
H -2.36857 -1.67435 -1.87923 0.11
H -1.89814 -1.08986 -3.47939 0.09
H -1.61628 0.97043 -2.11024 0.10
H -0.01111 0.17387 -2.15703 0.09
H -0.16928 -0.68677 -0.30728 0.07
H -1.12818 2.00302 -0.21153 0.12
H 0.49827 1.37570 -0.05610 0.10
H -1.51225 0.62165 2.05856 0.10
H -0.67159 2.15737 2.13134 0.11
H 1.77155 0.25763 3.99979 0.08
H -0.04439 0.36643 4.31288 0.08
H 0.94415 1.77641 3.86560 0.06
C -0.39482 3.27476 -4.26040 -0.11
O 0.04038 2.48701 -5.33997 -0.19
C 0.38354 1.09847 -5.03952 -0.17
C 1.10476 0.53001 -6.30167 -0.17
N 1.61541 -0.81678 -6.06147 -0.07
C 2.28425 -1.47044 -7.18017 -0.20
C 2.39946 -2.92363 -6.83087 -0.24
O 1.08102 -3.44478 -6.73840 -0.20
C 1.04026 -4.83598 -6.51591 -0.10
H -1.12996 2.78855 -3.61911 0.07
H -0.80617 4.20060 -4.66255 0.09
H 0.48256 3.47364 -3.64497 0.07
H -0.46612 0.49032 -4.72910 0.10
H 1.00983 1.03510 -4.14967 0.09
H 1.90472 1.24337 -6.49986 0.12
H 0.43475 0.53136 -7.16142 0.11
H 1.00173 -1.45186 -5.57141 0.10
H 3.26584 -1.01278 -7.30316 0.12
H 1.68690 -1.37919 -8.08734 0.12
H 3.03590 -3.10062 -5.96385 0.11
H 2.93073 -3.49217 -7.59415 0.12
H 1.77560 -5.19608 -5.79639 0.08
H 1.16906 -5.30496 -7.49140 0.09
H 0.08605 -5.10430 -6.06251 0.08
C -3.69904 -3.00341 -5.21400 -0.12
O -3.07332 -4.25433 -5.04897 -0.19
C -3.80956 -5.13651 -4.21815 -0.23
C -3.63723 -6.59380 -4.56978 -0.23
N -2.35626 -7.04848 -4.13628 -0.08
C -2.25399 -8.48136 -4.32788 -0.19
C -0.74436 -8.94269 -4.14092 -0.17
O 0.24659 -8.14497 -4.80558 -0.22
C 1.59380 -8.21437 -4.35903 -0.10
H -3.08513 -2.34534 -5.82894 0.09
H -3.99129 -2.54235 -4.27055 0.08
H -4.67684 -3.09064 -5.68771 0.08
H -4.89222 -5.02454 -4.27655 0.12
H -3.55963 -5.02572 -3.16299 0.11
H -3.70699 -6.71915 -5.65030 0.13
H -4.41107 -7.18816 -4.08396 0.13
H -1.60154 -6.72316 -4.72335 0.10
H -2.62841 -8.67054 -5.33392 0.11
H -2.88019 -8.95589 -3.57237 0.12
H -0.52080 -9.95718 -4.47094 0.11
H -0.50267 -8.91182 -3.07850 0.11
H 2.08961 -7.33985 -4.78034 0.07
H 2.04356 -9.07097 -4.86110 0.08
H 1.81431 -8.28652 -3.29401 0.09
C -3.79178 1.14329 -4.56685 -0.11
O -3.93808 0.75696 -3.22478 -0.22
C -5.17875 1.11355 -2.57398 -0.20
C -5.33600 0.27577 -1.26577 -0.20
N -4.36825 0.77695 -0.30838 -0.04
C -4.52396 0.21169 1.05098 -0.18
C -4.03205 -1.23916 1.25533 -0.18
O -5.06440 -2.20259 0.86516 -0.20
C -4.62506 -3.51914 0.67315 -0.13
H -4.56475 0.62709 -5.13620 0.09
H -2.88544 0.83391 -5.08737 0.07
H -3.81162 2.23195 -4.61683 0.09
H -6.06232 1.00057 -3.20218 0.11
H -5.31701 2.16653 -2.32857 0.11
H -5.22001 -0.74639 -1.62611 0.11
H -6.38398 0.36659 -0.98017 0.12
H -3.41849 0.56194 -0.57641 0.07
H -5.52590 0.33913 1.46085 0.12
H -3.92256 0.92542 1.61401 0.10
H -3.63266 -1.40186 2.25639 0.11
H -3.16983 -1.34917 0.59763 0.08
H -5.50703 -4.14837 0.55359 0.09
H -3.92825 -3.88876 1.42545 0.08
H -3.96372 -3.54347 -0.19294 0.07
C -0.40680 -2.89960 1.10868 -0.10
O 0.70403 -2.16850 0.59107 -0.22
C 1.95711 -2.85903 0.81743 -0.18
C 2.95969 -2.44390 -0.25114 -0.18
N 2.46750 -2.68478 -1.63991 -0.03
C 3.24244 -1.97112 -2.64923 -0.19
C 2.93605 -0.50158 -2.82394 -0.20
O 3.62441 0.23632 -1.79553 -0.20
C 3.27071 1.56247 -1.59519 -0.12
H -1.11240 -2.27491 1.65639 0.07
H -0.24038 -3.78614 1.72059 0.09
H -0.95645 -3.28421 0.24958 0.08
H 1.80890 -3.93817 0.85740 0.12
H 2.31471 -2.56199 1.80333 0.11
H 3.93531 -2.92771 -0.20407 0.11
H 3.15629 -1.38252 -0.09975 0.10
H 1.47533 -2.49712 -1.66140 0.06
H 3.04367 -2.42580 -3.61972 0.09
H 4.32008 -2.07562 -2.52325 0.12
H 1.86539 -0.33187 -2.70996 0.09
H 3.20040 -0.12665 -3.81270 0.11
H 3.35117 2.13994 -2.51614 0.09
H 3.91392 2.04482 -0.85917 0.08
H 2.24640 1.64800 -1.23245 0.06
C -1.53195 10.36791 -1.85500 -0.09
O -0.60161 9.26419 -1.62757 -0.20
C -1.01356 8.04055 -2.31610 -0.19
C 0.08832 6.91156 -2.37599 -0.19
N 0.43055 6.35623 -1.07116 -0.09
C 1.51515 5.42441 -1.03279 -0.21
C 1.83048 5.04480 0.44725 -0.18
O 2.74607 3.94468 0.50662 -0.20
C 2.66367 3.14029 1.69011 -0.08
H -1.23800 11.26441 -1.30912 0.08
H -2.50247 10.14958 -1.40945 0.08
H -1.68007 10.56760 -2.91627 0.08
H -1.35292 8.19946 -3.33967 0.11
H -1.88502 7.62968 -1.80636 0.11
H 0.95576 7.40042 -2.81944 0.11
H -0.16197 6.08193 -3.03717 0.10
H 0.60666 7.17821 -0.51131 0.11
H 2.35177 5.83283 -1.59967 0.12
H 1.21456 4.51626 -1.55530 0.10
H 0.86827 4.77774 0.88420 0.12
H 2.25251 5.87084 1.01966 0.12
H 1.71761 2.60711 1.78385 0.06
H 2.97231 3.59808 2.62992 0.07
H 3.36133 2.31321 1.55847 0.09
C 5.23072 -3.66291 3.16036 -0.10
O 4.99050 -2.99839 4.40179 -0.19
C 5.06564 -1.56156 4.27494 -0.24
C 4.50738 -0.97831 5.50854 -0.22
N 4.52712 0.49926 5.31840 -0.05
C 3.87720 1.13179 6.50705 -0.19
C 3.92231 2.65891 6.40782 -0.23
O 2.90403 3.07625 5.51049 -0.22
C 2.91757 4.49034 5.38054 -0.13
H 4.80255 -4.65781 3.28262 0.09
H 6.31043 -3.78427 3.07328 0.09
H 4.79447 -3.19310 2.27884 0.07
H 4.49194 -1.19069 3.42557 0.11
H 6.09106 -1.21998 4.13364 0.13
H 5.12252 -1.21720 6.37608 0.12
H 3.51232 -1.37477 5.71047 0.12
H 4.23485 0.81100 4.40325 0.10
H 4.33492 0.82156 7.44638 0.12
H 2.83385 0.84228 6.63239 0.11
H 4.88063 2.92130 5.95962 0.12
H 3.83115 3.15815 7.37247 0.11
H 2.94376 5.11721 6.27185 0.09
H 2.07679 4.78214 4.75121 0.09
H 3.77255 4.88798 4.83376 0.08
C 0.67987 3.58403 11.79988 -0.09
O 0.21978 3.60824 10.45706 -0.18
C 1.12926 3.19974 9.50817 -0.26
C 0.59981 3.34546 8.05143 -0.15
N -0.54637 2.38168 7.79515 -0.04
C -1.12136 2.43426 6.43621 -0.22
C -2.48758 1.77266 6.35921 -0.22
O -3.31216 2.18310 7.44561 -0.19
C -4.69060 1.81455 7.26258 -0.10
H 0.02581 4.14787 12.46500 0.09
H 1.62978 4.11582 11.85437 0.08
H 0.87015 2.55590 12.10784 0.09
H 1.39789 2.15246 9.64656 0.12
H 2.06582 3.75508 9.55852 0.11
H 1.37976 2.95817 7.39585 0.08
H 0.36236 4.35821 7.72578 0.11
H -1.31483 2.46658 8.44505 0.09
H -0.40320 2.10486 5.68532 0.08
H -1.20631 3.43985 6.02429 0.11
H -2.33608 0.71613 6.58035 0.12
H -2.86039 1.98144 5.35645 0.12
H -5.19626 2.22645 8.13593 0.08
H -4.97241 0.76491 7.17925 0.09
H -5.16291 2.42307 6.49139 0.08

[2]
8
Properties=species:S:1:pos:R:3:nbo_charge:R:1 method="wB97M-V/def2-TZVPD" e_homo_ev="-8.5 / -8.5" e_lumo_ev="-2.178 / -2.167" gap_ev="6.3 / 6.4"
C -1.32586 -0.55206 -0.31321 -0.10
C -0.19973 -1.15483 0.06117 -0.04
C -0.42420 0.60427 -0.22709 -0.15
C 0.34119 -0.09750 0.77718 -0.07
I 3.11627 0.36037 -0.19989 -0.45
H -2.33912 -0.65887 -0.50475 0.25
H -0.23042 1.28098 -1.11711 0.25
H 1.06184 0.21764 1.52370 0.31

[3]
17
Properties=species:S:1:pos:R:3:nbo_charge:R:1 method="wB97M-V/def2-TZVPD" e_homo_ev=-8.5 e_lumo_ev=0.531 gap_ev=9.1
C 1.63289 0.16598 0.54300 -0.26
N 1.29976 -0.31240 -1.40607 -0.79
C -0.00983 -0.34748 -1.35983 0.73
O -0.92450 -0.58184 -2.13974 -0.67
N -0.29890 0.00770 0.05327 -0.38
C -0.98411 -1.06652 0.75716 -0.42
C -1.00929 1.27545 0.14804 -0.42
H 1.26519 0.89935 1.27092 0.17
H 1.72714 -0.82555 0.97600 0.20
H 2.58448 0.51297 0.15281 0.20
H 1.74034 -0.49732 -2.30528 0.38
H -1.11187 -0.79834 1.81121 0.20
H -0.38639 -1.97957 0.68307 0.21
H -1.96692 -1.25006 0.30652 0.22
H -0.43383 2.04366 -0.37633 0.22
H -1.99987 1.19431 -0.31459 0.22
H -1.12430 1.55965 1.19983 0.20

[4]
8
Properties=species:S:1:pos:R:3:nbo_charge:R:1 method="wB97M-V/def2-TZVPD" e_homo_ev=-9.7 smiles=CC#COCl e_lumo_ev=-1.030 gap_ev=8.6
C -0.18839 -1.07733 0.96603 -0.68
C 0.04163 0.15612 0.29607 -0.06
C 0.27033 1.03650 -0.49353 0.26
O 0.40337 2.20368 -1.28621 -0.45
Cl -0.11100 1.81195 -2.94802 0.22
H -1.03080 -0.94060 1.57201 0.24
H -0.14105 -1.89474 0.36982 0.24
H 0.75591 -1.29559 1.52383 0.24

[5]
35
Properties=species:S:1:pos:R:3:nbo_charge:R:1 method="wB97M-V/def2-TZVPD" e_homo_ev="-11.9 / -11.9" charge=+1 e_lumo_ev="-3.876 / -3.794" gap_ev="8.0 / 8.1"
Pt 0.15080 -0.89321 0.00968 0.88
C -1.28417 2.06229 1.15649 -0.25
O -0.04798 1.37334 1.01957 -0.58
C 1.07574 2.22628 0.97441 -0.09
C 2.33714 1.37013 0.94546 -0.09
O 2.30814 0.29835 0.00304 -0.54
C 2.68087 0.60860 -1.34160 -0.09
C 1.53525 1.14339 -2.19062 -0.10
O 0.46161 0.22701 -2.10817 -0.58
C -0.73211 0.67393 -2.74541 -0.25
H -1.27478 2.69166 2.04998 0.19
H -2.05728 1.30373 1.25073 0.21
H -1.49024 2.68663 0.28200 0.18
H 1.09735 2.85405 1.87202 0.20
H 1.01704 2.88851 0.10321 0.17
H 2.46371 0.88403 1.91259 0.21
H 3.19729 2.01692 0.75449 0.20
H 3.02644 -0.33652 -1.76112 0.21
H 3.50291 1.32852 -1.34972 0.20
H 1.86564 1.23190 -3.23079 0.20
H 1.21292 2.13160 -1.84633 0.17
H -0.57890 0.77135 -3.82265 0.19
H -1.05814 1.63644 -2.34044 0.18
H -1.49095 -0.08012 -2.55113 0.21
N -3.48095 -2.71945 1.35058 -0.76
C -2.26617 -2.29947 0.99621 0.70
O -2.12320 -1.33441 0.22493 -0.65
C -1.07729 -3.00311 1.57575 -0.54
C 0.11092 -2.84296 0.63761 -0.52
H -4.29933 -2.25642 0.98857 0.42
H -3.61187 -3.45971 2.01649 0.42
H -1.29385 -4.05521 1.77724 0.24
H -0.87037 -2.52182 2.53656 0.25
H -0.03936 -3.44018 -0.26629 0.20
H 1.03318 -3.16605 1.11665 0.21

Table of energy relative to the best compared isomer or geometry (same formula, charge and spin) (kJ/mol), in record order: 344.4 389.3 425.4 374.2 0.0